1.
Computed, not measured: a molecular structure, C37H35CoF10N5, with ωB97M-V/def2-TZVPD.

The orbital gap (spin up / spin down) comes out at 6.48 / 6.49 eV. The expectation value of S² is 3.76. The calculation puts the LUMO energy (spin up / spin down) at -0.65 / -0.63 eV. The HOMO energy (spin up / spin down) comes out at -7.134 / -7.120 eV. As for the net charge: 0. The spin multiplicity is 4.

CARTESIAN COORDINATES (ANGSTROEM)
Co: -0.86 0.12 0.06
C: -3.45 1.62 1.01
N: -3.03 0.35 0.43
C: -3.71 0.09 -0.84
C: -2.94 0.78 -1.94
N: -1.56 0.29 -1.87
C: -0.90 0.35 -3.07
C: 0.05 -0.61 -3.44
F: 0.40 -1.58 -2.57
C: 0.67 -0.65 -4.67
F: 1.57 -1.60 -4.93
C: 0.39 0.32 -5.62
F: 1.01 0.31 -6.81
C: -0.50 1.32 -5.29
F: -0.75 2.29 -6.17
C: -1.11 1.33 -4.05
F: -1.89 2.40 -3.79
C: -3.21 -0.75 1.39
C: -2.34 -0.54 2.62
N: -1.05 0.04 2.23
C: -0.21 0.28 3.27
C: -0.36 -0.10 4.63
F: -1.40 -0.85 5.06
C: 0.56 0.20 5.63
F: 0.32 -0.23 6.87
C: 1.71 0.90 5.37
F: 2.59 1.19 6.33
C: 1.91 1.30 4.06
F: 3.02 1.98 3.73
C: 0.99 1.01 3.09
F: 1.30 1.43 1.84
H: -4.50 1.57 1.33
H: -3.36 2.41 0.26
H: -2.83 1.88 1.86
H: -4.76 0.41 -0.79
H: -3.70 -0.99 -1.02
H: -3.03 1.86 -1.82
H: -3.41 0.54 -2.90
H: -2.92 -1.67 0.89
H: -4.26 -0.84 1.69
H: -2.24 -1.51 3.09
H: -2.86 0.11 3.33
C: 2.82 1.14 -3.16
C: 1.96 2.24 -2.58
C: 1.93 3.44 -3.30
C: 1.18 4.51 -2.87
C: 0.45 4.41 -1.70
C: 0.44 3.23 -0.96
C: -0.35 3.24 0.32
C: 1.19 2.14 -1.41
N: 1.06 0.88 -0.74
C: 2.05 0.16 -0.42
C: 3.48 0.61 -0.33
C: 1.74 -1.24 0.05
C: 2.87 -2.23 0.05
N: 0.54 -1.49 0.36
C: 0.15 -2.69 1.03
C: -0.87 -3.48 0.48
C: -1.43 -3.24 -0.89
C: -1.33 -4.57 1.21
C: -0.82 -4.87 2.46
C: 0.19 -4.09 2.99
C: 0.70 -2.99 2.29
C: 1.81 -2.22 2.94
H: 2.76 1.16 -4.25
H: 2.54 0.15 -2.83
H: 3.87 1.30 -2.89
H: 2.50 3.50 -4.21
H: 1.17 5.43 -3.44
H: -0.13 5.25 -1.35
H: -1.15 3.98 0.26
H: 0.29 3.51 1.17
H: -0.80 2.29 0.59
H: 3.57 1.66 -0.57
H: 4.14 0.02 -0.97
H: 3.80 0.46 0.71
H: 3.29 -2.27 -0.95
H: 2.51 -3.23 0.32
H: 3.66 -1.94 0.74
H: -1.51 -2.19 -1.15
H: -2.42 -3.69 -0.97
H: -0.80 -3.69 -1.65
H: -2.11 -5.19 0.78
H: -1.20 -5.72 3.02
H: 0.60 -4.31 3.96
H: 1.59 -2.07 4.00
H: 1.97 -1.24 2.51
H: 2.75 -2.78 2.88

Mulliken population analysis, charges in e, atoms 1 to 2: 1.196, -1.312



2.
Computed, not measured: a single C7H7N3 molecule in a non-equilibrium geometry, with ωB97M-V/def2-TZVPD.

The orbital gap (spin up / spin down) comes out at 5.17 / 6.44 eV. The expectation value of S² is 2.05. The calculation puts the LUMO energy (spin up / spin down) at 0.54 / -2.70 eV. The HOMO energy (spin up / spin down) comes out at -4.628 / -9.139 eV. For the energy above the lowest of the compared OMol25 structures with the same formula, charge and spin, the calculation gives 31.8 kcal/mol. As for the net charge: 0. The spin multiplicity is 3.

CARTESIAN COORDINATES (ANGSTROEM)
C: 0.19 -0.54 2.62
C: 0.55 -0.34 -2.42
C: 1.30 -1.02 -1.44
C: -0.33 0.66 -2.00
C: 1.07 -0.88 -0.06
C: -0.67 0.70 -0.66
C: 0.02 -0.04 0.27
N: 0.82 -0.98 3.48
N: -1.53 0.90 1.87
N: -0.36 0.15 1.62
H: 0.87 -0.51 -3.49
H: 2.05 -1.72 -1.92
H: -0.76 1.19 -2.82
H: 1.63 -1.37 0.61
H: -1.33 1.30 -0.16
H: -1.44 1.95 1.87
H: -2.08 0.57 2.64

Mulliken population analysis, charges in e, atoms 1 to 2: 0.460, -0.391



3.
Computed, not measured: a single C5H11NO2 molecule in a non-equilibrium geometry, with ωB97M-V/def2-TZVPD.

The orbital gap comes out at 9.51 eV. The calculation puts the LUMO energy at 0.82 eV. The HOMO energy comes out at -8.691 eV. For the energy above the lowest of the compared OMol25 structures with the same formula, charge and spin, the calculation gives 33.0 kcal/mol. As for the net charge: 0.

CARTESIAN COORDINATES (ANGSTROEM)
C: -1.78 1.02 1.32
C: -1.33 -0.32 0.75
N: 0.04 -0.13 0.23
C: 1.15 -0.46 1.14
C: 0.32 -0.72 -1.10
C: 1.44 0.02 -1.79
O: 2.60 0.16 -1.54
O: 0.95 0.52 -2.96
H: -1.20 1.32 2.21
H: -2.82 0.94 1.64
H: -1.57 1.85 0.63
H: -1.90 -0.57 -0.14
H: -1.53 -1.08 1.50
H: 2.04 0.03 0.76
H: 1.35 -1.51 1.32
H: 0.96 0.13 2.04
H: -0.59 -0.57 -1.67
H: 0.36 -1.81 -0.95
H: 1.51 1.17 -3.38

Mulliken population analysis, charges in e, atoms 1 to 2: -1.176, -0.434



Question: What is the formula in the first record?
Answer: C37H35CoF10N5



Question: What is the net charge in the first record?
Answer: 0



Question: Look up the net charge of the second one.
Answer: 0